Run one
This record from OMol25 describes a single C17H19NO4S molecule. The level of theory is ωB97M-V/def2-TZVPD.

Results
Structure (SMILES) ... CSCC[C@@H](NC(=O)COc1cccc2ccccc12)C(=O)O
Frontier orbital gap ... 8.716 eV

Element x y z (Å)
C 5.723 0.422 -1.420
S 4.635 1.638 -0.623
C 4.147 0.699 0.863
C 3.133 -0.398 0.574
C 1.846 0.185 -0.002
N 1.008 -0.797 -0.670
C 0.768 -2.054 -0.235
O 1.443 -2.678 0.550
C -0.473 -2.668 -0.906
O -1.483 -1.720 -1.159
C -2.031 -1.060 -0.088
C -1.734 -1.320 1.226
C -2.319 -0.555 2.247
C -3.188 0.457 1.958
C -3.527 0.744 0.618
C -4.426 1.776 0.279
C -4.737 2.036 -1.026
C -4.162 1.276 -2.055
C -3.285 0.269 -1.761
C -2.947 -0.022 -0.424
C 1.004 0.876 1.075
O 1.278 0.965 2.238
O -0.118 1.373 0.543
H 6.132 0.903 -2.302
H 5.153 -0.456 -1.708
H 6.523 0.155 -0.736
H 3.728 1.435 1.547
H 5.055 0.284 1.299
H 3.539 -1.119 -0.137
H 2.914 -0.929 1.501
H 2.106 0.949 -0.750
H 0.295 -0.394 -1.265
H -0.192 -3.062 -1.887
H -0.833 -3.498 -0.287
H -1.042 -2.098 1.505
H -2.059 -0.780 3.271
H -3.631 1.047 2.747
H -4.869 2.356 1.076
H -5.429 2.828 -1.274
H -4.417 1.492 -3.081
H -2.841 -0.325 -2.545
H -0.686 1.767 1.224

Run two
This record from OMol25 describes a single C17H19NO4S molecule. The level of theory is ωB97M-V/def2-TZVPD.

Results
Structure (SMILES) ... CCCCOc1ccccc1NC(=O)c1scc2c1OCCO2
Frontier orbital gap ... 8.547 eV

Element x y z (Å)
C -0.871 -0.487 -3.646
C -2.225 -0.210 -4.287
C -3.282 0.261 -3.288
C -2.989 1.634 -2.683
O -2.043 1.471 -1.647
C -1.568 2.577 -0.996
C -1.974 3.880 -1.227
C -1.413 4.922 -0.501
C -0.449 4.668 0.454
C -0.033 3.368 0.697
C -0.583 2.317 -0.019
N -0.228 0.980 0.156
C 0.682 0.444 1.018
O 1.365 1.079 1.795
C 0.777 -1.023 0.926
S -0.228 -2.000 -0.107
C 0.525 -3.451 0.409
C 1.500 -3.210 1.328
C 1.656 -1.821 1.622
O 2.584 -1.366 2.489
C 3.560 -2.339 2.809
C 2.909 -3.694 3.084
O 2.250 -4.178 1.927
H -0.967 -1.236 -2.862
H -0.171 -0.857 -4.392
H -0.457 0.416 -3.207
H -2.587 -1.125 -4.761
H -2.111 0.544 -5.070
H -4.248 0.315 -3.793
H -3.362 -0.459 -2.472
H -3.913 2.064 -2.272
H -2.599 2.313 -3.453
H -2.728 4.097 -1.967
H -1.740 5.933 -0.692
H -0.014 5.479 1.016
H 0.718 3.157 1.439
H -0.741 0.355 -0.453
H 0.216 -4.396 0.013
H 4.270 -2.440 1.976
H 4.081 -1.967 3.691
H 2.187 -3.591 3.906
H 3.656 -4.445 3.344

Which is the most stable structure? run one is the most stable.

Run one
This record from OMol25 describes a single CH2NP molecule. The level of theory is ωB97M-V/def2-TZVPD.

Results
Frontier orbital gap (spin up / spin down) ... 6.996 / 7.237 eV

Element x y z (Å)
C 2.458 0.161 0.024
N -0.678 0.468 0.106
P 0.815 -0.115 -0.004
H 0.476 -1.377 0.321
H -0.555 1.423 -0.246

Run two
This record from OMol25 describes 2 unconnected molecules or ions with the total composition CH2NP. The level of theory is ωB97M-V/def2-TZVPD.

Results
Frontier orbital gap (spin up / spin down) ... 6.699 / 6.701 eV

Element x y z (Å)
C 1.700 -0.016 -0.056
N 2.790 0.340 -0.014
P -1.411 -0.644 0.018
H -1.368 0.158 1.083
H -1.712 0.161 -1.032

Run three
This record from OMol25 describes a single CH2NP molecule. The level of theory is ωB97M-V/def2-TZVPD.

Results
Structure (SMILES) ... C1N=P1
Frontier orbital gap (spin up / spin down) ... 8.206 / 8.380 eV

Element x y z (Å)
C -0.176 -0.243 0.102
N 0.485 0.734 0.852
P 0.898 0.685 -1.203
H -0.034 -1.367 0.239
H -1.173 0.192 0.011

Which is the most stable structure? run three is the most stable.